No. 1
ORCA calculation (ωB97M-V/def2-TZVPD) on C20H28N2O4S in the gas phase.

```
55
Properties=species:S:1:pos:R:3:forces:R:3
C -3.723 2.100 -1.921 -0.12 0.05 -0.04
C -4.130 2.141 -0.482 0.31 -0.05 -0.30
C -3.286 1.910 0.548 -0.78 0.16 0.48
C -1.881 1.500 0.330 -0.18 0.16 -0.24
O -1.443 1.244 -0.779 0.20 -0.12 -0.07
N -1.138 1.437 1.471 -0.13 0.06 0.56
C 0.197 1.058 1.624 0.48 -0.10 -0.07
C 0.893 0.422 0.604 0.10 -0.07 -0.12
C 2.222 0.056 0.776 -0.11 0.07 0.52
C 3.001 -0.629 -0.298 -0.06 0.19 -0.06
O 3.892 -1.420 -0.047 0.17 -0.09 0.11
N 2.662 -0.269 -1.556 -0.24 0.10 -0.18
C 3.206 -0.883 -2.744 0.00 -0.18 -0.29
C 2.180 -1.797 -3.420 0.23 -0.24 0.34
C 2.032 -3.115 -2.662 -0.32 0.15 -0.13
O 3.099 -3.954 -3.032 0.23 0.04 -0.12
C 3.401 -4.999 -2.114 0.24 -0.32 0.15
C 4.434 -4.542 -1.084 -0.43 0.06 -0.22
C 3.923 -6.180 -2.928 -0.33 0.35 0.15
C 2.844 0.298 1.995 0.07 -0.09 -0.20
C 2.148 0.925 3.011 -0.05 -0.04 -0.13
C 0.828 1.320 2.850 -0.06 -0.01 -0.10
C 0.099 2.003 3.970 0.06 -0.04 -0.11
S -3.811 2.095 2.249 -0.26 0.01 -0.07
C -5.295 3.090 1.946 0.44 -0.22 -0.19
C -6.097 2.405 0.853 -0.40 0.00 0.55
O -5.445 2.464 -0.393 0.42 -0.06 -0.14
H -3.477 1.081 -2.213 0.02 0.00 -0.06
H -2.836 2.704 -2.093 0.01 -0.03 -0.05
H -4.553 2.464 -2.520 -0.03 0.02 -0.03
H -1.589 1.744 2.322 0.06 0.06 -0.18
H 0.368 0.203 -0.311 0.01 0.01 -0.01
H 1.895 0.373 -1.686 0.10 0.01 0.13
H 4.076 -1.469 -2.441 -0.01 0.12 -0.08
H 3.524 -0.096 -3.435 0.06 -0.09 0.08
H 2.512 -2.029 -4.431 -0.08 0.01 -0.09
H 1.215 -1.290 -3.474 -0.03 0.02 -0.07
H 1.074 -3.599 -2.918 0.14 0.06 0.08
H 2.035 -2.924 -1.581 0.00 -0.03 -0.01
H 2.475 -5.300 -1.597 0.08 0.05 -0.07
H 4.123 -3.619 -0.599 0.00 0.03 0.06
H 5.385 -4.359 -1.579 0.14 0.01 -0.06
H 4.571 -5.308 -0.325 0.06 -0.11 0.10
H 3.169 -6.513 -3.637 -0.05 -0.07 -0.08
H 4.806 -5.874 -3.483 0.14 0.02 -0.06
H 4.183 -7.004 -2.269 0.06 -0.11 0.05
H 3.869 -0.009 2.128 0.09 -0.04 0.01
H 2.640 1.115 3.954 0.03 0.04 0.09
H -0.755 1.410 4.303 -0.11 0.01 0.09
H -0.264 2.984 3.660 -0.09 0.08 0.03
H 0.763 2.141 4.819 -0.02 0.02 0.06
H -5.846 3.131 2.882 -0.03 0.01 -0.01
H -4.993 4.091 1.639 -0.14 0.02 0.03
H -7.056 2.908 0.698 0.12 -0.07 0.01
H -6.283 1.360 1.132 0.01 0.18 -0.07
```
Forces are in eV/Å.

The value obtained for the HOMO-LUMO gap is 0.32047 Ha. Its SMILES is CC1=C(C(=O)Nc2cc(C(=O)NCCCOC(C)C)ccc2C)SCCO1. The highest occupied orbital energy is -8.323 eV.

No. 2
ORCA calculation (ωB97M-V/def2-TZVPD) on C20H28N6O6SY as an isolated structure.

```
62
Properties=species:S:1:pos:R:3:forces:R:3
Y -0.134 -0.267 0.256 -0.39 -0.18 0.10
N 1.618 -1.782 1.429 0.05 -0.05 0.04
C 2.748 -0.916 1.823 0.01 0.01 0.01
C 2.240 0.370 2.476 -0.02 0.00 0.06
O 2.927 0.922 3.344 0.09 -0.03 -0.02
N 1.060 0.756 2.000 0.03 -0.05 -0.04
C 0.461 1.906 2.631 -0.13 0.28 0.18
C -1.032 1.992 2.295 0.07 0.08 -0.01
O -1.712 2.896 2.761 0.03 -0.02 0.07
O -1.464 1.060 1.510 -0.08 -0.05 -0.16
H 1.267 -2.246 2.261 0.02 -0.04 -0.05
H 1.946 -2.494 0.788 -0.01 0.02 0.01
H 3.292 -0.654 0.913 0.02 -0.01 0.03
H 3.445 -1.409 2.505 -0.04 0.05 0.00
H 0.920 2.856 2.324 0.00 -0.05 -0.03
H 0.571 1.887 3.721 0.01 -0.06 -0.05
O -3.122 0.787 -2.797 0.03 0.02 -0.03
C -2.164 0.758 -2.036 0.02 0.14 0.04
O -1.835 -0.188 -1.250 0.04 -0.17 0.11
C -1.212 1.959 -2.013 -0.19 0.05 -0.12
C -1.467 3.036 -2.897 0.04 -0.08 0.10
C -0.611 4.090 -2.908 -0.01 -0.03 0.01
C 0.515 4.078 -2.052 -0.01 0.03 -0.03
C 1.463 5.128 -2.028 0.01 -0.01 0.02
C 2.544 5.064 -1.196 -0.01 0.03 -0.02
C 2.722 3.947 -0.353 -0.03 -0.06 0.02
C 1.821 2.920 -0.353 0.06 0.09 -0.01
C 0.692 2.966 -1.202 0.02 -0.02 0.04
N -0.195 1.923 -1.191 0.06 -0.08 -0.03
H -2.342 2.965 -3.526 0.00 0.02 -0.01
H -0.768 4.938 -3.566 0.00 0.01 0.00
H 1.313 5.978 -2.682 0.00 0.01 0.00
H 3.267 5.870 -1.179 0.01 0.01 0.00
H 3.578 3.900 0.307 0.01 0.01 0.01
H 1.951 2.067 0.299 -0.02 -0.03 0.00
C -1.581 -1.791 2.922 -0.04 -0.06 0.03
N -1.824 -1.902 1.481 0.02 0.11 0.02
C -3.181 -1.389 1.219 0.01 -0.02 -0.01
C -1.707 -3.298 1.054 -0.01 -0.02 0.04
C -1.679 -3.440 -0.458 -0.06 -0.04 -0.05
N -0.468 -2.869 -1.044 0.02 0.04 0.08
C -0.663 -2.632 -2.475 0.01 0.02 -0.02
C 0.662 -3.780 -0.898 -0.02 -0.09 0.00
H -2.339 -2.350 3.492 0.02 0.02 -0.02
H -1.617 -0.742 3.207 0.00 0.00 0.01
H -0.601 -2.194 3.178 0.01 0.01 0.00
H -3.921 -2.009 1.748 0.00 0.02 0.00
H -3.389 -1.385 0.153 -0.02 0.01 0.01
H -3.230 -0.360 1.565 -0.03 0.00 0.00
H -2.537 -3.892 1.470 0.01 0.03 -0.05
H -0.789 -3.704 1.487 0.01 0.00 -0.03
H -2.531 -2.916 -0.892 0.00 0.01 0.02
H -1.785 -4.504 -0.732 0.02 0.02 0.04
H -0.839 -3.580 -3.007 -0.02 0.01 0.01
H 0.234 -2.167 -2.881 0.01 0.01 0.00
H -1.505 -1.962 -2.623 0.00 -0.01 -0.02
H 0.510 -4.691 -1.498 0.01 0.03 0.00
H 0.782 -4.095 0.139 0.01 0.03 0.02
H 1.569 -3.280 -1.235 0.02 0.00 -0.01
O 3.724 -1.256 -2.536 -0.21 -0.09 0.12
S 2.765 -0.252 -2.051 0.24 0.31 -0.22
N 1.637 -0.624 -1.197 0.31 -0.15 -0.19
```
Forces are in eV/Å.

The charge is -1. The value obtained for the HOMO-LUMO gap is 0.29150 Ha. The highest occupied orbital energy is -5.546 eV.

No. 3
ORCA calculation (ωB97M-V/def2-TZVPD) on C20H28N7SV as an isolated structure.

```
57
Properties=species:S:1:pos:R:3:forces:R:3
V -0.101 0.023 -0.485 1.88 -0.06 1.27
C -3.698 -2.097 -1.186 0.11 -0.06 0.15
C -2.636 -1.078 -0.983 0.23 -0.61 0.26
N -1.427 -1.281 -0.583 -2.84 -1.81 -0.62
C -0.785 -2.536 -0.355 0.25 -1.17 -0.03
C 0.138 -2.739 -1.573 -0.32 -0.50 0.28
N 0.768 -1.450 -1.907 -0.20 0.47 -0.70
C 2.227 -1.434 -1.779 0.63 -0.11 0.28
C 2.563 -1.268 -0.296 0.30 -0.28 -0.61
N 1.745 -0.194 0.275 1.05 -0.55 0.93
C 2.394 1.113 0.365 0.24 0.75 -0.14
C 2.062 1.910 -0.894 0.90 0.27 0.22
N 0.658 1.690 -1.147 0.29 1.88 -1.52
C -0.051 2.567 -1.779 0.76 0.00 0.20
C 0.489 3.793 -2.419 -0.05 0.04 0.09
C -1.450 2.172 -1.815 -0.86 -0.02 -0.11
C -2.562 2.943 -2.153 0.27 -0.29 0.15
C -3.823 2.377 -2.011 0.17 -0.07 0.03
C -3.944 1.047 -1.634 0.35 -0.32 0.08
C -2.787 0.325 -1.343 -0.33 0.96 -0.32
N -1.576 0.910 -1.381 -2.06 1.18 -1.13
H -3.572 -2.952 -0.526 -0.04 0.03 0.04
H -3.660 -2.463 -2.215 -0.02 0.05 -0.06
H -4.682 -1.668 -1.025 -0.07 0.00 0.03
H -1.474 -3.383 -0.249 0.15 0.21 0.12
H -0.193 -2.458 0.571 -0.11 -0.07 -0.06
H -0.462 -3.096 -2.415 0.11 0.06 0.05
H 0.890 -3.500 -1.356 -0.04 0.04 -0.06
H 0.522 -1.199 -2.864 0.08 -0.14 0.16
H 2.625 -0.594 -2.354 -0.13 -0.07 0.03
H 2.684 -2.350 -2.175 -0.09 0.16 0.02
H 3.632 -1.060 -0.178 -0.14 -0.11 0.07
H 2.345 -2.203 0.233 0.01 0.13 0.02
H 1.501 -0.441 1.263 0.05 0.01 0.38
H 3.477 1.024 0.505 -0.17 0.00 0.01
H 1.968 1.641 1.227 0.10 -0.18 -0.12
H 2.645 1.565 -1.759 -0.06 0.06 0.12
H 2.295 2.971 -0.739 -0.05 -0.20 -0.10
H 1.301 3.524 -3.098 -0.03 0.02 0.00
H 0.903 4.478 -1.678 -0.01 0.05 0.06
H -0.278 4.315 -2.980 -0.01 0.07 -0.06
H -2.455 3.964 -2.482 0.06 0.08 -0.03
H -4.704 2.969 -2.200 -0.10 0.04 -0.08
H -4.915 0.586 -1.555 -0.09 -0.07 -0.02
C 2.702 -1.346 3.936 0.10 0.01 0.11
C 1.333 -0.762 3.980 -0.37 -0.08 0.47
C 0.650 -0.562 5.179 -0.01 0.05 -0.26
C -0.608 0.021 5.103 0.58 -0.25 0.11
N -1.106 0.437 3.955 -0.67 0.33 -0.32
C -0.390 0.246 2.865 0.51 -0.20 0.44
S -0.994 0.987 1.420 -0.71 0.51 -0.17
N 0.783 -0.393 2.818 0.16 0.00 0.12
H 2.885 -1.979 4.800 0.06 -0.06 0.00
H 3.427 -0.532 3.963 0.09 0.00 0.00
H 2.867 -1.915 3.024 -0.02 -0.07 -0.04
H 1.087 -0.845 6.121 0.04 -0.08 0.11
H -1.231 0.179 5.972 0.03 -0.03 0.15
```
Forces are in eV/Å.

The charge is +2. The value obtained for the HOMO-LUMO gap (spin up / spin down) is 0.23434 / 0.22611 Ha. As for the expectation value of S²: 2.023. As for the spin multiplicity: 3. The highest occupied orbital energy (spin up / spin down) is -13.326 / -13.591 eV.